Record 1
The following is a quantum chemistry calculation of a 2-piece molecular cluster, C15H31N4OSSi2 overall, from the OMol25 dataset.

Each line ends with the Mulliken charge.
Atoms and positions in Å:
N (-4.272, -1.507, -2.186)  -0.260
C (-3.439, -0.555, -2.746)  0.149
N (-4.080, 0.706, -3.362)  -0.335
C (-3.437, 1.967, -2.822)  -0.285
S (-3.803, 3.321, -4.120)  -0.165
C (-1.768, 1.885, -2.771)  -0.807
C (-1.247, 0.454, -2.080)  0.146
N (-1.934, -0.648, -2.860)  0.181
C (-1.410, -2.031, -2.483)  0.062
C (-0.844, -3.029, -3.638)  -0.381
C (-0.387, -4.444, -2.978)  -0.351
C (-0.528, -4.671, -1.398)  -0.187
N (-0.992, -3.777, -0.300)  -0.394
C (-1.402, -2.502, -0.951)  0.001
H (-4.674, -2.320, -2.743)  0.272
H (-4.602, -1.427, -1.188)  0.271
H (-3.752, 0.658, -4.373)  0.427
H (-3.911, 2.248, -1.787)  0.368
H (-4.721, 4.165, -3.421)  0.194
H (-1.288, 2.827, -2.267)  0.380
H (-1.347, 1.866, -3.888)  0.353
H (-0.065, 0.425, -2.184)  0.245
H (-1.572, 0.464, -0.933)  -0.019
H (-0.818, -2.720, -4.766)  0.346
H (0.045, -5.300, -3.666)  0.314
H (-0.203, -5.756, -1.012)  0.304
H (-1.801, -1.685, -0.174)  0.210
O (2.216, 0.262, 3.070)  -0.523
Si (3.313, 1.507, 3.308)  0.471
C (2.417, 3.154, 3.468)  -0.990
C (4.510, 1.618, 1.862)  -0.996
C (4.313, 1.231, 4.875)  -1.036
Si (1.034, -0.210, 1.978)  0.345
C (0.244, -1.833, 2.503)  -0.896
C (1.775, -0.447, 0.266)  -0.749
C (-0.320, 1.092, 1.870)  -0.951
H (1.911, 3.410, 2.533)  0.278
H (3.123, 3.955, 3.705)  0.385
H (1.668, 3.106, 4.263)  0.279
H (5.009, 0.656, 1.703)  0.278
H (5.275, 2.375, 2.052)  0.389
H (3.983, 1.888, 0.942)  0.283
H (4.875, 0.295, 4.816)  0.290
H (3.657, 1.187, 5.750)  0.289
H (5.025, 2.049, 5.023)  0.301
H (0.992, -2.629, 2.554)  0.279
H (-0.525, -2.131, 1.784)  0.171
H (-0.226, -1.735, 3.486)  0.334
H (2.152, 0.501, -0.128)  0.313
H (1.022, -0.830, -0.430)  0.120
H (2.604, -1.159, 0.302)  0.343
H (0.075, 2.028, 1.466)  0.279
H (-0.740, 1.293, 2.860)  0.358
H (-1.129, 0.751, 1.215)  0.312

Cartesian forces, eV/Å:
N 0.17 -0.85 -0.66
C 2.26 1.73 -1.03
N 2.46 -1.90 0.56
C 1.36 1.32 0.45
S -0.80 0.15 1.90
C 0.18 -0.68 -0.55
C 0.26 3.48 0.01
N -4.02 -2.62 3.04
C 1.63 -3.97 0.39
C -0.58 -1.00 5.50
C -1.42 3.12 1.37
C -0.02 0.46 -0.70
N 0.15 1.87 -8.01
C 0.17 -0.12 -0.72
H 0.85 1.66 1.00
H 0.66 0.11 -1.67
H -0.54 0.04 1.31
H 1.00 -0.65 -2.06
H 1.15 -1.37 -0.74
H -1.15 -1.93 -0.75
H -1.09 0.08 2.33
H -2.72 -0.40 0.15
H 0.87 -0.36 -2.54
H 0.03 -0.81 2.45
H -1.02 1.96 1.72
H -0.76 2.72 -0.97
H 0.95 -1.99 -1.84
O -0.41 0.13 -0.62
Si 0.29 0.22 0.16
C -0.09 -0.37 -0.09
C -0.32 -0.23 0.08
C -0.37 -0.25 -0.23
Si 0.38 -0.09 0.42
C 0.28 0.37 0.14
C 0.05 0.17 0.23
C 0.25 0.01 0.07
H -0.01 0.08 0.06
H -0.05 -0.09 -0.02
H 0.03 0.08 -0.05
H 0.00 0.10 -0.03
H -0.06 -0.04 0.01
H 0.09 0.00 -0.02
H -0.02 0.06 0.07
H 0.10 -0.02 -0.02
H -0.09 -0.05 -0.07
H -0.12 0.02 0.00
H 0.10 -0.01 0.08
H 0.04 -0.06 -0.06
H 0.05 -0.05 -0.03
H 0.02 -0.08 0.03
H -0.07 0.06 -0.07
H -0.08 0.01 0.04
H -0.02 0.02 -0.12
H -0.01 -0.01 0.08

- Lowest unoccupied orbital energy: -0.22366 hartree
- Relative energy (zero: lowest compared OMol25 entry of this formula, charge and spin): 837.9 kJ/mol
- Net charge: +1
- Orbital gap: 5.8258 eV



Record 2
The following is a quantum chemistry calculation of a 3-piece molecular cluster, C15H31NO11P2S2 overall, from the OMol25 dataset.

Each line ends with the Mulliken charge.
Atoms and positions in Å:
C (8.229, -4.718, -4.632)  0.242
C (7.189, -4.402, -4.124)  -0.383
O (5.915, -4.159, -3.739)  -0.372
S (4.929, -4.170, -5.151)  0.711
O (3.563, -4.483, -4.761)  -0.435
O (5.526, -5.420, -6.113)  -0.107
N (4.839, -6.632, -5.855)  -0.433
C (5.542, -7.403, -5.178)  0.588
S (6.233, -8.110, -3.943)  -0.194
H (9.005, -5.065, -5.315)  0.368
O (0.791, 0.771, 0.548)  -0.688
P (1.701, 0.018, -0.395)  1.079
O (0.569, -0.388, -1.518)  -0.253
C (0.129, 0.609, -2.439)  -0.100
C (1.234, 1.091, -3.364)  -1.053
O (1.798, -1.349, 0.537)  -0.350
C (1.547, -1.258, 1.946)  -0.447
C (0.096, -1.587, 2.256)  -0.755
O (2.968, -0.546, -1.336)  -0.518
C (3.050, -1.932, -1.738)  -0.048
C (1.996, -2.478, -2.687)  -0.832
H (-0.301, 1.449, -1.885)  0.062
H (-0.666, 0.156, -3.032)  0.352
H (2.032, 1.582, -2.799)  0.285
H (0.839, 1.817, -4.075)  0.449
H (1.685, 0.271, -3.922)  0.170
H (1.822, -0.276, 2.328)  0.318
H (2.203, -1.971, 2.451)  0.342
H (-0.593, -1.139, 1.539)  0.033
H (-0.177, -1.254, 3.259)  0.339
H (-0.061, -2.666, 2.196)  0.332
H (3.105, -2.571, -0.859)  0.255
H (4.019, -2.024, -2.234)  0.211
H (1.035, -2.628, -2.198)  0.290
H (2.298, -3.462, -3.051)  0.373
H (1.847, -1.837, -3.554)  0.134
O (-2.110, 1.349, 2.987)  -0.732
P (-2.686, 2.747, 3.005)  1.243
O (-4.169, 2.368, 3.607)  -0.257
C (-4.292, 2.093, 5.001)  -0.330
C (-3.969, 3.295, 5.874)  -0.918
O (-2.939, 2.841, 1.370)  -0.400
C (-2.169, 2.008, 0.490)  -0.138
C (-2.924, 0.728, 0.170)  -1.131
O (-2.965, 4.398, 3.126)  -0.504
C (-4.037, 5.033, 2.399)  -0.193
C (-5.470, 4.679, 2.763)  -0.954
H (-3.648, 1.248, 5.262)  0.263
H (-5.326, 1.792, 5.170)  0.309
H (-2.926, 3.600, 5.752)  0.295
H (-4.120, 3.048, 6.925)  0.402
H (-4.592, 4.155, 5.629)  0.153
H (-1.189, 1.796, 0.911)  0.248
H (-1.985, 2.567, -0.432)  0.316
H (-3.417, 0.308, 1.048)  0.332
H (-2.255, -0.025, -0.254)  0.221
H (-3.716, 0.934, -0.554)  0.378
H (-3.894, 4.894, 1.329)  0.248
H (-3.905, 6.102, 2.582)  0.337
H (-5.756, 3.690, 2.413)  0.278
H (-6.155, 5.378, 2.273)  0.407
H (-5.649, 4.732, 3.836)  0.166

Cartesian forces, eV/Å:
C 0.10 -0.21 -0.82
C -1.14 0.05 0.30
O 1.27 -1.10 -0.42
S -1.39 0.82 -1.35
O 2.01 -0.07 0.13
O -0.39 0.91 0.87
N 0.57 -1.61 -0.13
C -0.09 0.58 2.04
S -0.51 0.16 -1.69
H -0.37 0.42 0.99
O 2.93 2.98 -1.09
P -3.78 -7.16 0.50
O 0.48 0.56 -0.15
C -0.06 0.09 -0.23
C 0.08 0.11 0.09
O 0.76 0.62 -0.15
C -0.45 -0.06 0.25
C -0.04 -0.29 -0.03
O -0.07 3.04 0.75
C 0.32 -1.02 -0.18
C -0.43 0.07 0.18
H -0.01 -0.02 0.00
H -0.02 -0.09 0.14
H 0.01 0.02 -0.05
H -0.06 0.02 0.01
H -0.05 0.02 0.05
H -0.12 0.03 -0.14
H 0.05 -0.12 -0.29
H 0.15 0.25 0.10
H -0.01 0.02 -0.04
H 0.01 -0.01 0.05
H -0.08 0.24 0.12
H 0.03 0.44 0.05
H 0.00 0.18 0.03
H 0.30 0.15 0.11
H 0.03 -0.01 -0.01
O 2.63 2.05 2.61
P -5.90 -1.52 -5.10
O 0.45 0.37 0.40
C -0.08 0.00 0.23
C 0.15 0.00 0.00
O 0.55 0.56 0.50
C -0.03 -0.51 -0.03
C -0.21 0.03 -0.20
O 2.26 -1.20 1.65
C -0.50 0.63 -0.61
C -0.08 -0.37 -0.01
H -0.02 -0.01 -0.02
H 0.01 -0.04 -0.16
H -0.01 0.02 0.05
H -0.01 -0.06 0.01
H 0.02 -0.06 -0.01
H -0.18 -0.03 0.08
H -0.23 0.23 0.11
H 0.27 0.05 0.10
H 0.01 0.04 0.00
H 0.02 -0.04 -0.05
H 0.16 -0.19 0.10
H 0.30 -0.12 0.28
H 0.11 -0.04 0.09
H 0.28 0.18 0.01
H 0.01 0.03 -0.01

- Lowest unoccupied orbital energy: -0.04748 hartree
- Relative energy (zero: lowest compared OMol25 entry of this formula, charge and spin): 0.0 kJ/mol
- Orbital gap: 8.6480 eV



Question: The highest lowest unoccupied orbital energy belongs to which entry?
Answer: C15H31NO11P2S2